Density functional theory data (the ωB97M-V functional and the def2-TZVPD basis) for the molecule C2HN3O2S.

XYZ file:
```
9
C2HN3O2S the ωB97M-V functional and the def2-TZVPD basis
C 0.99568 2.53627 -0.17749
C -0.12814 -0.88538 0.16188
N -0.16797 -0.47340 -0.96147
N 0.21528 0.12630 -1.89114
N -0.75680 -1.74193 0.99254
O -0.65313 -1.59413 2.21262
O -1.31053 -2.70307 0.43392
S 0.94045 1.97325 -1.60596
H 0.86515 2.76209 0.83510
```

total energy: -21480.8717 eV
HOMO level: -9.15 eV
frontier orbital gap: 0.272 hartree

Atom charges from the natural (NBO) analysis, given in e for atoms 1 to 5:
1. C -0.467
2. C 0.136
3. N 0.033
4. N -0.357
5. N 0.443



Density functional theory data (the ωB97M-V functional and the def2-TZVPD basis) for the molecule C4H5FO.

XYZ file:
```
11
C4H5FO the ωB97M-V functional and the def2-TZVPD basis
C 0.40682 1.32009 -0.13795
C -0.06958 0.13549 0.15245
C -1.47024 -0.05754 -0.25651
O -2.02118 -1.12991 -0.23794
C 0.77857 -1.01180 0.39600
F 1.56978 -1.04675 -0.70762
H 1.48211 1.48124 -0.09846
H -0.16456 2.26688 -0.32049
H -1.99299 0.85770 -0.59958
H 1.30126 -0.87886 1.32807
H 0.18001 -1.93654 0.48203
```

SMILES: C=C(C=O)CF
total energy: -8992.4147 eV
HOMO level: -10.13 eV
frontier orbital gap: 0.379 hartree

Atom charges from the natural (NBO) analysis, given in e for atoms 1 to 5:
1. C -0.265
2. C -0.186
3. C 0.410
4. O -0.523
5. C 0.017



Density functional theory data (the ωB97M-V functional and the def2-TZVPD basis) for a cluster of 3 separate species, C4H15NO2 in total.

XYZ file:
```
22
C4H15NO2 the ωB97M-V functional and the def2-TZVPD basis
C 1.08728 0.74560 -0.35457
C 0.93947 2.04154 0.44415
C 1.59514 1.81967 1.79689
C 1.59055 3.19983 -0.30170
N 1.23529 3.26564 -1.73516
H 2.13643 0.43333 -0.40218
H 0.69202 0.83795 -1.36455
H 0.57185 -0.08585 0.12907
H -0.12880 2.20082 0.58351
H 1.40601 2.63235 2.50436
H 1.19847 0.91780 2.25664
H 2.67582 1.74079 1.67950
H 2.67266 3.04293 -0.25148
H 1.35231 4.12583 0.20929
H 1.94391 2.73756 -2.21089
H 1.03783 4.18639 -2.06402
O -2.41559 -6.60884 0.76820
H -3.04527 -6.38027 0.07799
H -2.85577 -6.40721 1.59656
O -4.55966 -5.10081 -0.84388
H -3.82390 -4.74403 -1.32868
H -5.30606 -4.60103 -1.18904
```

SMILES: CC(C)CN.O.O
total energy: -9976.2313 eV
HOMO level: -9.07 eV
frontier orbital gap: 0.358 hartree

Atom charges from the natural (NBO) analysis, given in e for atoms 1 to 5:
1. C -0.614
2. C -0.230
3. C -0.603
4. C -0.210
5. N -0.862



Density functional theory data (the ωB97M-V functional and the def2-TZVPD basis) for a cluster of 6 separate species, C10H16Cl12O6 in total.

XYZ file:
```
44
C10H16Cl12O6 the ωB97M-V functional and the def2-TZVPD basis
C 15.55800 -3.53397 22.62938
O 15.02636 -2.29217 22.12407
C 14.15395 -2.30263 21.14584
O 13.69770 -3.28628 20.63049
O 13.81284 -1.02349 20.89450
C 12.86414 -0.65969 19.91079
H 16.23673 -3.99321 21.91069
H 14.85341 -4.33114 22.86638
H 16.15411 -3.23751 23.49244
H 13.34061 -0.65168 18.93048
H 12.46800 0.34646 20.04800
H 12.05474 -1.38254 20.01307
C 18.46563 -12.24921 23.22738
O 18.08721 -11.05068 23.78291
C 18.90146 -10.02441 23.68311
O 19.86740 -9.89202 22.89052
O 18.43870 -9.09657 24.51269
C 19.27345 -7.99032 24.77051
H 17.77931 -12.99511 23.62822
H 19.49934 -12.49543 23.47013
H 18.32691 -12.21496 22.14678
H 20.15093 -8.30895 25.33319
H 18.79102 -7.33050 25.49162
H 19.51456 -7.42405 23.87090
Cl 17.45432 -3.83289 19.42610
C 18.18410 -5.32729 19.92998
Cl 18.44954 -5.40344 21.70863
Cl 19.71007 -5.61049 19.00115
H 17.47661 -6.10079 19.63122
Cl 13.09920 -5.13665 25.42133
C 13.37418 -6.81469 25.33541
Cl 12.08501 -7.75205 26.26106
Cl 14.90305 -7.19479 26.07137
H 13.34048 -7.05331 24.27238
Cl 15.43310 -7.06322 22.44876
C 15.69583 -8.73599 21.84669
Cl 16.95637 -8.83548 20.57083
Cl 14.15374 -9.41816 21.16862
H 16.01992 -9.32280 22.70618
Cl 16.34391 -12.53942 26.73745
C 15.55318 -11.02800 27.03047
Cl 13.92972 -11.23501 27.80134
Cl 15.45156 -10.12193 25.52814
H 16.12211 -10.37739 27.69464
```

SMILES: COC(=O)OC.COC(=O)OC.ClC(Cl)Cl.ClC(Cl)Cl.ClC(Cl)Cl.ClC(Cl)Cl
total energy: -173182.3311 eV
HOMO level: -10.67 eV
frontier orbital gap: 0.402 hartree

Atom charges from the natural (NBO) analysis, given in e for atoms 1 to 5:
1. C -0.261
2. O -0.494
3. C 0.989
4. O -0.644
5. O -0.512



Density functional theory data (the ωB97M-V functional and the def2-TZVPD basis) for a structure of composition CH10CdO8.

XYZ file:
```
20
CH10CdO8 the ωB97M-V functional and the def2-TZVPD basis
Cd -2.70372 -5.67460 -15.43024
C -0.35140 -5.59620 -16.39070
O -0.80879 -4.67560 -15.47344
O -1.17546 -6.44962 -16.87906
O 0.87491 -5.58108 -16.53756
O -3.34112 -4.22863 -17.04566
H -2.93528 -4.17021 -17.88769
H -3.72971 -3.40584 -16.86738
O -4.94627 -5.56008 -14.72994
H -5.85971 -5.41627 -14.96179
H -5.09787 -5.72576 -13.80543
O -2.85181 -4.02044 -13.60722
H -3.64274 -3.71899 -13.14552
H -2.52367 -3.19307 -13.99452
O -3.68394 -7.50378 -16.54815
H -3.24058 -8.28039 -16.28322
H -4.55168 -7.75733 -16.84348
O -1.67721 -6.99371 -14.05745
H -0.76746 -6.68830 -13.93077
H -1.90695 -7.56935 -13.31215
```

total energy: -22142.5657 eV
HOMO level: -6.09 eV
frontier orbital gap: 0.189 hartree

Atom charges from the natural (NBO) analysis, given in e for atoms 1 to 5:
1. Cd 1.730
2. C 0.899
3. O -1.038
4. O -0.931
5. O -0.760



Density functional theory data (the ωB97M-V functional and the def2-TZVPD basis) for a cluster of 4 separate species, C22H55BN2O16P3 in total.

XYZ file:
```
99
C22H55BN2O16P3 the ωB97M-V functional and the def2-TZVPD basis
C -2.57848 -5.69982 -4.02632
C -1.81942 -4.28774 -4.16455
O -2.05536 -3.44150 -3.00740
N -1.64127 -2.16217 -3.33483
C -0.77691 -1.62926 -2.20756
B 0.02386 -2.79530 -1.40445
N 1.28902 -3.45758 -1.82758
O -0.56721 -3.28410 -0.16004
C 0.13107 -0.41400 -2.72319
O 1.31927 -0.50948 -3.18510
O -0.47294 0.84961 -2.69859
H -3.59127 -5.54752 -3.50711
H -2.70180 -6.20169 -5.04839
H -1.96898 -6.38586 -3.34268
H -2.23749 -3.78089 -5.10689
H -0.68097 -4.44919 -4.21753
H -1.11024 -2.12626 -4.21808
H -1.53201 -1.17462 -1.45317
H 1.14470 -4.38646 -2.24009
H 1.88566 -2.85064 -2.40554
H -1.38809 -2.75644 0.00845
O -3.83710 -1.52018 6.57121
P -3.10785 -1.51663 5.22336
O -3.91396 -0.22602 4.55758
C -3.92215 1.03416 5.21168
C -2.71653 1.86062 4.80900
O -3.98992 -2.72670 4.51716
C -4.64103 -3.71388 5.30715
C -6.09591 -3.33894 5.51637
O -2.18203 -1.56325 3.78114
C -0.87162 -1.01351 3.78085
C -0.09993 -1.26562 5.05896
H -3.96339 0.92482 6.29842
H -4.83585 1.54857 4.89951
H -1.80100 1.42783 5.22266
H -2.80241 2.88419 5.18045
H -2.60674 1.88786 3.72169
H -4.12020 -3.86747 6.25535
H -4.58624 -4.65829 4.75848
H -6.19908 -2.34085 5.94652
H -6.58949 -4.05770 6.17602
H -6.62546 -3.32284 4.55970
H -0.93080 0.05499 3.56076
H -0.33506 -1.47652 2.94784
H -0.56131 -0.75211 5.91061
H 0.92558 -0.90333 4.96238
H -0.07741 -2.33323 5.29484
O 0.85032 4.48058 6.48634
P 2.29581 4.99662 6.46673
O 2.83215 3.93995 5.30377
C 2.21395 3.91211 4.02444
C 2.85498 4.91644 3.08826
O 2.80008 4.13235 7.78610
C 1.86927 3.74889 8.79157
C 1.39657 2.32821 8.55557
O 3.89808 5.61057 6.48924
C 4.18064 6.82865 5.81470
C 3.07739 7.86106 5.93032
H 1.13778 4.08785 4.09496
H 2.35572 2.90441 3.62369
H 2.61787 5.93789 3.40083
H 2.49230 4.78471 2.06677
H 3.94348 4.81395 3.09252
H 1.03423 4.45174 8.84161
H 2.38701 3.80198 9.75345
H 0.98776 2.19870 7.55149
H 0.63111 2.05002 9.28468
H 2.23275 1.62894 8.64387
H 4.41231 6.61637 4.76822
H 5.09315 7.23280 6.26259
H 2.16586 7.52547 5.42331
H 3.38712 8.80471 5.47658
H 2.82167 8.03971 6.97843
O 0.23852 -2.06821 -7.61027
P 1.18527 -1.67670 -8.74686
O 0.74107 -0.08050 -8.83622
C 0.83509 0.75110 -7.68494
C 2.21268 1.37169 -7.57332
O 0.24552 -2.23660 -9.99087
C -0.69997 -3.27811 -9.77976
C -2.07968 -2.69175 -9.54872
O 2.33683 -1.34409 -9.97564
C 3.70006 -1.17368 -9.61481
C 4.16123 -2.10532 -8.51200
H 0.58803 0.20347 -6.77256
H 0.09090 1.54381 -7.80273
H 2.95807 0.60934 -7.32837
H 2.23647 2.12947 -6.78774
H 2.51052 1.83337 -8.51936
H -0.39250 -3.92998 -8.95849
H -0.71491 -3.89294 -10.68443
H -2.08086 -1.96938 -8.73022
H -2.80189 -3.48036 -9.32124
H -2.41846 -2.15492 -10.43936
H 3.87423 -0.12914 -9.34528
H 4.29121 -1.36869 -10.51461
H 3.64686 -1.88876 -7.56922
H 5.23448 -1.99636 -8.34270
H 3.94765 -3.14652 -8.76934
```

total energy: -87987.0240 eV
HOMO level: -4.05 eV
frontier orbital gap: 0.136 hartree
charge: -1

Atom charges from the Löwdin analysis, given in e for atoms 1 to 5:
1. C -0.095
2. C -0.243
3. O -0.204
4. N -0.037
5. C -0.147



Density functional theory data (the ωB97M-V functional and the def2-TZVPD basis) for a structure of composition C45H72BNNbO21.

XYZ file:
```
141
C45H72BNNbO21 the ωB97M-V functional and the def2-TZVPD basis
N 1.98999 -0.95659 5.15489
C 2.09787 0.50999 5.17700
C 2.11282 1.09669 6.59189
C 1.18532 0.44046 7.63281
Nb -0.09600 1.65429 9.07121
O -0.75150 0.11397 10.20976
B 0.01171 -0.35492 11.21633
O -0.45560 -0.34172 12.52958
O 1.29857 -0.86491 11.03265
C -1.77903 1.38847 7.54515
C -1.58839 1.24222 6.15308
C -2.64507 1.04261 5.25454
C -3.96141 0.99132 5.73177
C -4.19510 1.14813 7.10564
C -3.12081 1.34787 7.98802
H 1.87859 -1.26453 4.19739
H 1.13979 -1.23069 5.63102
H 1.33447 1.00759 4.57296
H 3.04745 0.75173 4.69608
H 1.89556 2.15677 6.49742
H 3.13674 1.03390 6.96348
H 0.45412 -0.21666 7.16420
H 1.80602 -0.11975 8.33550
H -1.10903 3.02124 9.78547
H 1.30092 1.96102 10.25797
H 0.51820 3.03924 8.08321
H -1.39290 -0.53834 12.54471
H 1.29353 -1.60528 10.42480
H -0.58477 1.28019 5.75090
H -2.43303 0.93352 4.20093
H -4.78841 0.83390 5.05365
H -5.21158 1.10810 7.47450
H -3.33777 1.47476 9.04123
O -3.81239 2.67973 2.78953
C -3.51255 2.22010 1.73288
O -2.51946 1.28914 1.63734
C -2.27342 0.96345 0.26375
C -3.54710 1.32943 -0.48058
C -4.06198 2.51112 0.34325
H -1.40942 1.53904 -0.07792
H -2.03332 -0.09716 0.18569
H -3.37541 1.54088 -1.52998
H -4.24847 0.49909 -0.42303
H -3.64679 3.46365 0.00808
H -5.14479 2.58767 0.37948
O -3.85114 -0.18789 -2.91996
C -2.92821 -0.53430 -3.60160
O -2.13345 0.35414 -4.23458
C -1.18874 -0.33882 -5.08782
C -1.07956 -1.73495 -4.48955
C -2.48086 -1.94441 -3.91289
H -1.59602 -0.34691 -6.10246
H -0.24983 0.19788 -5.08660
H -0.78393 -2.49021 -5.21647
H -0.33935 -1.72285 -3.69075
H -3.15786 -2.35602 -4.66150
H -2.48180 -2.54225 -3.00098
O 0.76470 -1.11575 -1.96836
C 1.36250 -1.02179 -0.93425
O 2.20974 -2.00447 -0.52918
C 2.73766 -1.69381 0.78027
C 2.57007 -0.18856 0.93488
C 1.32491 0.08359 0.10076
H 2.16027 -2.25195 1.51983
H 3.77087 -2.03512 0.81953
H 2.50983 0.12702 1.96997
H 3.41155 0.33593 0.47591
H 0.40605 -0.02629 0.67958
H 1.33630 1.05817 -0.37854
O 4.10347 4.00684 0.63821
C 3.99385 3.99359 -0.55257
O 2.88256 3.49316 -1.14703
C 3.02703 3.51533 -2.58684
C 4.09814 4.56955 -2.85703
C 4.97266 4.46277 -1.60673
H 3.33418 2.52387 -2.91579
H 2.05768 3.74778 -3.02146
H 4.62796 4.40373 -3.79165
H 3.63796 5.55900 -2.89422
H 5.75072 3.71230 -1.70988
H 5.40795 5.41474 -1.31380
O 5.99440 1.98726 -2.85950
C 5.72826 0.85119 -3.13872
O 4.61589 0.53828 -3.82124
C 4.47678 -0.89594 -3.95208
C 5.89206 -1.43801 -3.76849
C 6.49778 -0.41265 -2.80648
H 3.79098 -1.24231 -3.18470
H 4.04278 -1.10553 -4.92551
H 5.90727 -2.46275 -3.40519
H 6.42801 -1.40669 -4.71802
H 6.30818 -0.65638 -1.75923
H 7.56245 -0.25008 -2.94619
O -3.13914 -3.29179 -1.07721
C -3.32121 -2.88502 0.03689
O -4.35151 -2.07956 0.35365
C -4.26009 -1.65518 1.73435
C -3.39253 -2.70624 2.41651
C -2.46981 -3.12829 1.27216
H -3.80155 -0.66612 1.76142
H -5.26724 -1.58687 2.13542
H -2.88044 -2.32378 3.29585
H -4.00781 -3.55280 2.72312
H -1.58401 -2.49355 1.20019
H -2.15957 -4.16826 1.31300
O 1.51124 2.05146 2.34198
C 1.09252 3.15354 2.54723
O 0.81618 3.55828 3.79653
C 0.23576 4.86786 3.79611
C 0.67489 5.48839 2.46994
C 0.75577 4.25919 1.55939
H -0.84834 4.75963 3.86965
H 0.59416 5.39573 4.67515
H -0.00545 6.26324 2.12216
H 1.66720 5.92834 2.57386
H -0.20826 4.03113 1.09749
H 1.51753 4.32371 0.79133
O 1.40451 -0.55465 -6.59985
C 1.41187 -1.06253 -7.68126
O 2.46768 -0.95064 -8.52250
C 2.16656 -1.56445 -9.78741
C 1.04661 -2.56076 -9.49682
C 0.31162 -1.87108 -8.34858
H 1.85206 -0.78085 -10.48024
H 3.07586 -2.02354 -10.16648
H 0.42710 -2.77124 -10.36488
H 1.47060 -3.50278 -9.14818
H -0.45234 -1.17716 -8.70277
H -0.14176 -2.55806 -7.64078
O -2.42915 -3.82183 -8.06996
C -3.21983 -4.58490 -7.59661
O -3.82174 -5.54119 -8.33970
C -4.79596 -6.25185 -7.55310
C -4.36742 -6.04386 -6.10287
C -3.73063 -4.65603 -6.16949
H -5.77932 -5.82500 -7.76005
H -4.79101 -7.29181 -7.86789
H -5.18910 -6.12755 -5.39634
H -3.61297 -6.78245 -5.83141
H -4.46173 -3.85900 -6.02525
H -2.90864 -4.52002 -5.47315
```

total energy: -94550.8008 eV
HOMO level: -4.70 eV
frontier orbital gap: 0.228 hartree
charge: -1

Atom charges from the Löwdin analysis, given in e for atoms 1 to 5:
1. N -0.005
2. C -0.316
3. C -0.297
4. C -0.347
5. Nb 1.358



Density functional theory data (the ωB97M-V functional and the def2-TZVPD basis) for a structure of composition C25H24N3O4SSn.

XYZ file:
```
58
C25H24N3O4SSn the ωB97M-V functional and the def2-TZVPD basis
Sn 0.24483 1.61676 -0.87108
C 2.10752 -2.51647 -1.82140
C 2.27106 -3.10177 -0.57512
C 1.77535 -2.45527 0.54872
C 1.12909 -1.23957 0.39291
N 0.96691 -0.68452 -0.81408
C 1.44613 -1.30446 -1.89541
C 0.66424 -0.43064 1.54768
C 0.41470 -0.97727 2.79266
C 0.07852 -0.13002 3.83774
C 0.03082 1.23530 3.61931
C 0.26588 1.71925 2.34115
N 0.54779 0.88900 1.32532
C 0.23219 3.16592 2.00983
C 0.28528 4.16513 2.96318
C 0.26091 5.49123 2.54718
C 0.19445 5.77732 1.19446
C 0.14739 4.72036 0.30243
N 0.16274 3.44774 0.70363
H 2.50562 -2.97405 -2.71611
H 2.79387 -4.04385 -0.47428
H 1.93106 -2.87430 1.53275
H 1.29589 -0.80546 -2.84617
H 0.45662 -2.04573 2.94647
H -0.13463 -0.53090 4.81998
H -0.21456 1.90747 4.42787
H 0.36742 3.93359 4.01530
H 0.29550 6.28804 3.27842
H 0.17626 6.79588 0.83358
H 0.08500 4.89320 -0.76576
C 4.74624 1.83979 -1.63462
C 3.65418 2.15980 -0.67690
C 4.00623 2.83087 0.60765
O 2.47977 1.88827 -0.95191
H 5.28095 2.75787 -1.89156
H 4.36541 1.37312 -2.53840
H 5.48037 1.18979 -1.15230
H 4.77039 2.25381 1.13192
H 3.13335 2.96644 1.24190
H 4.45353 3.80347 0.38578
C -3.56040 -5.73617 -2.02478
C -3.74725 -4.28297 -1.84780
C -3.82074 -3.42147 -2.97518
C -3.96175 -2.08307 -2.81856
C -3.95779 -1.54870 -1.48035
C -4.02739 -2.41730 -0.33200
C -3.88559 -3.74792 -0.53279
S -2.83983 -0.09005 -1.25582
O -2.16188 0.39550 -2.40345
O -4.38076 -0.10532 -1.30993
O -2.25376 0.09764 0.03300
H -3.39534 -6.02080 -3.05946
H -4.44228 -6.26741 -1.64488
H -2.73152 -6.08550 -1.40162
H -3.80295 -3.84591 -3.97043
H -4.07319 -1.41313 -3.66319
H -4.19204 -1.99797 0.65309
H -3.91981 -4.42462 0.31147
```

total energy: -55615.2976 eV
HOMO level: -17.05 eV
frontier orbital gap: 0.222 hartree
charge: +3

Atom charges from the natural (NBO) analysis, given in e for atoms 1 to 5:
1. Sn 1.446
2. C -0.225
3. C -0.110
4. C -0.207
5. C 0.167